Formula: C32H73FNO7
Source: OMol25
Level of theory: wB97M-V/def2-TZVPD

```
114
Properties=species:S:1:pos:R:3:lowdin_spin:R:1
C -2.59431 1.56223 -2.45182 0.0000
C -3.76911 0.64816 -1.94589 0.0000
F -4.09077 -0.18743 -3.00246 0.0003
C -3.45951 -0.08203 -0.59952 0.0001
C -3.48960 -1.62529 -0.64629 0.0009
O -4.75305 -2.12127 -1.10480 0.0013
C -2.39430 -2.28142 -1.55070 0.0168
C -0.95414 -2.36632 -0.95002 0.0252
C -0.15084 -1.02225 -1.17339 0.0046
C -0.18869 -3.41968 -1.84363 -0.0016
N -0.87899 -2.86998 0.43403 0.3611
O -0.81764 -4.14959 0.51386 0.5384
C -1.85585 -2.26758 1.36119 0.0263
C -1.44238 -0.86962 1.95022 0.0034
C -1.93172 -3.22974 2.61188 -0.0017
C -3.32089 -2.18081 0.81458 0.0184
H -2.16278 1.04881 -3.33878 0.0000
H -2.94608 2.54891 -2.79148 0.0000
H -1.77944 1.66052 -1.71628 0.0000
H -4.62091 1.33535 -1.78016 0.0000
H -2.47102 0.28066 -0.26113 0.0000
H -4.20783 0.24755 0.15054 0.0000
H -4.65728 -3.05226 -1.29905 0.0001
H -2.29737 -1.71413 -2.50118 0.0012
H -2.67021 -3.31147 -1.86547 0.0014
H 0.49965 -0.79718 -0.30493 0.0015
H -0.79870 -0.17548 -1.44607 0.0001
H 0.54875 -1.15997 -2.02311 -0.0002
H 0.81311 -3.65518 -1.45234 -0.0003
H -0.05862 -2.96333 -2.85028 -0.0003
H -0.81275 -4.31731 -2.01157 0.0002
H -0.70202 -0.31183 1.35366 0.0005
H -2.34433 -0.24829 2.10479 -0.0002
H -0.99757 -1.03481 2.95236 -0.0001
H -2.42222 -2.64122 3.41241 -0.0004
H -0.91240 -3.47783 2.95861 -0.0004
H -2.52887 -4.13159 2.39852 0.0002
H -3.74366 -3.20815 0.85912 0.0014
H -3.95307 -1.57755 1.49825 0.0014
C 1.23594 5.01752 0.34715 0.0000
C 0.80457 4.12351 -0.80161 0.0000
O -0.59456 4.12841 -1.03513 0.0000
C -1.16979 5.38176 -1.36503 0.0000
C -0.59715 6.00293 -2.62595 0.0000
H 0.72448 4.73000 1.26795 0.0000
H 2.31313 4.93648 0.50558 0.0000
H 1.00516 6.06682 0.15711 0.0000
H 1.06728 3.09021 -0.56719 0.0000
H 1.34247 4.37829 -1.72132 0.0000
H -1.08947 6.07076 -0.51741 0.0000
H -2.23580 5.19741 -1.51084 0.0000
H 0.46801 6.21925 -2.52714 0.0000
H -1.10671 6.94076 -2.85306 0.0000
H -0.71656 5.32501 -3.47396 0.0000
C 2.13212 -3.16796 -7.22351 0.0000
C 1.28153 -3.20157 -5.96645 0.0000
O 0.51955 -2.02184 -5.76255 0.0000
C -0.41435 -1.69636 -6.77843 0.0000
C -1.47147 -2.76306 -7.00245 0.0000
H 2.80845 -2.31118 -7.20423 0.0000
H 2.72580 -4.08043 -7.30273 0.0000
H 1.52467 -3.08630 -8.12606 0.0000
H 1.93533 -3.29617 -5.09778 0.0000
H 0.62741 -4.08014 -5.95660 0.0000
H 0.10785 -1.45921 -7.71167 0.0000
H -0.90265 -0.77512 -6.45661 0.0000
H -1.03633 -3.70582 -7.33845 0.0000
H -2.18489 -2.43662 -7.76090 0.0000
H -2.01288 -2.96381 -6.07557 0.0000
C 1.75688 0.43844 5.35531 0.0000
C 1.01842 -0.80965 5.80437 0.0000
O 0.96445 -1.82629 4.81608 0.0001
C 2.21008 -2.33222 4.36483 0.0001
C 3.05148 -2.95685 5.46416 0.0000
H 1.30031 0.84809 4.45188 0.0000
H 1.72576 1.19818 6.13826 0.0000
H 2.80489 0.23483 5.13001 0.0000
H -0.01796 -0.55003 6.02646 0.0000
H 1.44340 -1.20617 6.73282 0.0000
H 2.76888 -1.55054 3.83916 0.0000
H 1.97486 -3.09554 3.62058 0.0000
H 3.32575 -2.23124 6.23172 0.0000
H 3.97358 -3.36702 5.04903 0.0000
H 2.50047 -3.76144 5.95620 0.0000
C -0.56165 -5.51665 5.24654 0.0000
C -0.51406 -4.60304 6.45633 0.0000
O -1.79070 -4.31640 7.00738 0.0000
C -2.53312 -5.42945 7.47262 0.0000
C -1.83980 -6.21122 8.57463 0.0000
H -1.19277 -5.08221 4.47135 0.0000
H 0.44188 -5.66311 4.84109 0.0000
H -0.96919 -6.49986 5.48885 0.0000
H -0.09036 -3.64389 6.15462 0.0000
H 0.14970 -5.00627 7.23055 0.0000
H -2.79930 -6.08423 6.63569 0.0000
H -3.47136 -5.02734 7.85866 0.0000
H -0.89819 -6.64675 8.23639 0.0000
H -2.47806 -7.02599 8.92122 0.0000
H -1.61384 -5.55887 9.42069 0.0000
C 4.13571 8.85196 -5.02488 0.0000
C 3.41781 9.16161 -3.72353 0.0000
O 3.03985 8.00682 -2.99175 0.0000
C 4.09334 7.15001 -2.58538 0.0000
C 5.11435 7.81963 -1.68267 0.0000
H 3.51547 8.21843 -5.66182 0.0000
H 4.35966 9.77526 -5.56202 0.0000
H 5.07747 8.32715 -4.85752 0.0000
H 2.49172 9.69393 -3.94552 0.0000
H 4.01516 9.82988 -3.09405 0.0000
H 4.57717 6.70269 -3.46030 0.0000
H 3.62258 6.32904 -2.04091 0.0000
H 5.62519 8.64329 -2.18385 0.0000
H 5.87219 7.10013 -1.36799 0.0000
H 4.62821 8.22776 -0.79418 0.0000
```

Computed properties:
* maximum force: 0.054 Eh/bohr
* HOMO energy (alpha / beta): -0.3018 / -0.3406 Ha
* E_tot: -1944.15477 Ha
* E_LUMO (alpha / beta): 0.6 / 0.5 eV
* HOMO-LUMO gap (alpha / beta): 0.325 / 0.359 hartree
* spin multiplicity: 2

---

Formula: C5H3NO2S3
Source: OMol25
Level of theory: wB97M-V/def2-TZVPD

```
14
Properties=species:S:1:pos:R:3:nbo_charge:R:1
C 0.37882 0.37003 1.73219 -0.1875
C 1.45113 1.13387 1.45327 -0.4487
C 0.68583 -0.24987 -0.60493 -0.5443
C -0.14121 -0.32529 0.60991 -0.3712
C -1.41627 -0.70937 0.45953 0.0933
N -1.99752 -0.72401 -1.34722 -0.9904
O -0.06622 -1.25613 -2.93262 -1.0633
O -0.67093 1.07533 -2.61110 -1.0439
S -2.61487 -1.05869 1.53691 -0.4143
S 1.95841 1.01263 -0.25128 0.1588
S -0.63505 -0.26338 -1.99174 2.1895
H -0.14574 0.36850 2.67617 0.2183
H 1.98452 1.80076 2.10703 0.1914
H 1.22910 -1.17439 -0.83612 0.2123
```

Computed properties:
* maximum force: 0.089 Eh/bohr
* total charge: -2
* HOMO energy: 0.0191 Ha
* E_tot: -1592.02120 Ha
* E_LUMO: 5.3 eV
* HOMO-LUMO gap: 0.175 hartree

---

- Which of these has the lowest maximum force?
  C32H73FNO7

---

- Among the records above, which one has the lowest E_tot?
  C32H73FNO7